The following is a quantum chemistry calculation of a single C4H6BrN molecule in a non-equilibrium geometry, from the OMol25 dataset.

Calculated values
Charge ... 0
Orbital gap ... 8.97 eV
Relative energy (zero: lowest compared OMol25 entry of this formula, charge and spin) ... 124.12 kJ/mol
SMILES ... [H]/N=C(\C)C(=C)Br

Geometry (Å):
N1 0.724863 1.650780 0.405463
H1 0.512247 2.582387 0.075576
H2 1.394623 -2.599483 0.260805
H3 -1.985695 0.647771 0.528332
H4 -1.605399 1.661263 -0.948059
C1 0.090752 0.617180 0.079598
C2 -1.345677 0.648156 -0.329126
H5 -1.528852 -0.275626 -1.030936
Br1 2.842861 -0.227013 -0.041966
C3 0.548296 -1.909123 0.307255
H6 -0.475690 -2.163430 0.625527
C4 0.827666 -0.632861 0.067533

Cartesian forces (eV/Å) of the 3 atoms listed first:
2.0 0.3 -0.4
-1.3 -0.1 0.6
-0.8 -0.1 0.2

The following is a quantum chemistry calculation of 2 unconnected molecules or ions with the total composition C5H15NO2 in a non-equilibrium geometry, from the OMol25 dataset.

Calculated values
Charge ... +1
Orbital gap (spin up / spin down) ... 12.07 / 7.15 eV
Multiplicity ... 2
Relative energy (zero: lowest compared OMol25 entry of this formula, charge and spin) ... 154.89 kJ/mol

Geometry (Å):
H1 -3.175238 -0.059110 0.459754
H2 0.683024 2.576988 0.786826
N1 0.870121 -0.004222 0.693820
H3 -2.062176 -1.330569 -0.062581
H4 -1.013844 2.731399 0.587535
H5 -0.434312 2.276801 2.187905
C1 1.627869 -0.263453 -0.539120
H6 1.454584 0.181059 1.511860
H7 -3.068432 -1.452892 1.468439
O1 2.456383 0.832276 -0.779589
H8 1.998418 1.677793 -0.799441
C2 -0.387955 0.659008 0.745273
H9 -0.924125 -0.953593 2.309824
C3 -2.477952 -0.823719 0.804378
H10 -0.792656 -1.916399 -2.358698
H11 2.307376 -1.083376 -0.290928
C4 -1.354569 -0.208826 1.644994
C5 -0.259206 2.152003 1.121093
H12 -1.806224 0.452532 2.398854
O2 -0.192916 -1.957414 -3.091462
H13 1.043761 -0.544740 -1.415494
H14 -0.906980 0.619310 -0.211890
H15 -0.094591 -2.896731 -3.328770

Cartesian forces (eV/Å) of the 3 atoms listed first:
0.2 0.1 -0.2
0.2 0.0 0.3
0.1 1.1 -0.6

The following is a quantum chemistry calculation of a molecular structure, C15H14Cl2IrN3O in a non-equilibrium geometry, from the OMol25 dataset.

Calculated values
Charge ... +2
Orbital gap (spin up / spin down) ... 4.03 / 3.96 eV
Relative energy (zero: lowest compared OMol25 entry of this formula, charge and spin) ... 47.19 kJ/mol

Geometry (Å):
H1 1.498037 3.405508 1.523650
H2 -2.975363 -0.851102 -0.000776
Ir1 1.478155 -0.214549 -0.834703
H3 1.005312 5.307327 3.020917
C1 0.511298 3.538180 1.940706
H4 2.815559 -2.270775 -2.748176
H5 -3.055613 3.966914 3.367350
N1 -0.459375 -0.342137 -0.406408
C2 -1.794871 2.769765 2.124607
N2 -0.983253 0.564136 0.363566
H6 3.403407 -0.081904 1.194401
C3 1.360076 -3.759009 -3.291939
C4 -2.063441 3.836858 2.962532
C5 -0.109335 1.514954 0.733307
H7 -2.572583 2.064750 1.871685
O1 1.092545 1.436458 0.313862
C6 -0.327694 -2.252501 -1.714038
H8 3.563098 -1.712111 0.369302
H9 -3.119738 -1.633698 -1.584046
C7 -0.812225 -3.404467 -2.362983
C8 -1.056105 4.744066 3.298590
Cl1 1.797214 -1.637804 1.917073
H10 -1.273345 5.566589 3.965095
C9 0.030828 -4.162157 -3.144387
H11 -2.731674 -2.600626 -0.169639
C10 2.902942 -0.960172 0.792994
H12 -0.323430 -5.052913 -3.640784
H13 -1.845786 -3.682080 -2.250208
C11 -2.568009 -1.629146 -0.640381
Cl2 3.178055 0.545518 -2.037718
C12 0.229719 4.595930 2.775881
C13 -0.495464 2.607618 1.610063
C14 -1.132381 -1.406015 -0.899203
H14 2.051420 -4.316629 -3.908104
C15 1.792641 -2.614569 -2.641495
N3 0.989379 -1.880205 -1.870594

Cartesian forces (eV/Å) of the 3 atoms listed first:
0.1 0.1 0.0
0.1 0.0 0.0
-0.2 0.7 1.1

The following is a quantum chemistry calculation of 5 unconnected molecules or ions with the total composition C19H42BClN6O17PS4 in a non-equilibrium geometry, from the OMol25 dataset.

Calculated values
Charge ... +1
Orbital gap ... 7.21 eV
Relative energy (zero: lowest compared OMol25 entry of this formula, charge and spin) ... 512.73 kJ/mol

Geometry (Å):
H1 0.785906 -7.070649 6.086529
C1 -1.354026 -7.529274 6.013362
H2 -3.979545 3.046103 0.614762
H3 -2.084682 2.761829 -1.150795
H4 7.920998 -1.807600 -3.249440
C2 -0.177232 -6.599270 6.296144
N1 0.997129 7.903904 -6.183777
O1 5.322587 2.381309 -0.847897
H5 -3.043407 -1.195717 7.633989
H6 1.705450 8.671090 -6.103146
N2 -0.843668 4.890171 -4.687839
C3 -1.541510 -1.935144 9.023084
S1 5.040220 1.567603 -2.009482
C4 -4.073059 0.746067 0.084605
H7 -0.192436 -6.248707 7.333547
C5 7.207424 -2.565028 -3.584685
H8 -1.533337 -8.229348 6.833739
H9 -1.199951 -8.088828 5.085080
H10 1.036953 2.383031 -6.099136
S2 6.767669 -5.018455 -3.408212
H11 6.453362 -2.781341 -1.555737
H12 -1.778156 -1.117048 4.633274
C6 -1.987729 -0.052057 1.720007
C7 2.690518 1.965082 -2.734015
H13 -4.416071 1.465591 -3.025872
H14 -0.505054 -1.618943 3.333647
C8 6.074469 -2.772819 -2.583209
O2 7.252822 -5.803822 -2.295128
O3 -3.533784 -0.834343 9.589475
Cl1 3.078518 4.660139 -6.244772
O4 -2.481438 -6.673730 5.833965
C9 -3.356967 1.950783 -2.914179
H15 3.273738 3.322996 -4.346811
O5 6.367796 -5.601404 -4.667845
O6 3.481929 1.092175 -1.931220
N3 -0.104931 0.206897 -5.118103
O7 1.215528 7.672336 -3.537115
C10 -2.656362 -1.332104 2.528211
C11 0.496483 5.483002 -5.078984
O8 -1.088452 -0.679443 9.526217
H16 -4.725303 0.036021 -0.603743
H17 -4.549967 0.637337 1.173683
H18 -1.761272 -2.965849 3.946763
H19 -1.653489 0.878902 -7.018058
H20 -0.321399 -0.641510 -4.545151
O9 -2.450895 1.406814 9.422001
H21 -2.589696 -0.945112 -0.290024
C12 -4.170345 2.336968 -0.296855
N4 1.442809 4.455024 -5.696643
C13 -0.728508 3.444982 -5.119911
O10 7.848187 -3.834031 -3.704044
H22 -2.614533 0.036154 -5.023518
C14 -1.594612 -1.823213 3.714528
H23 -3.609060 -0.926381 3.077263
C15 3.603409 2.390513 -3.880906
H24 -0.914791 -2.259945 8.188218
H25 -3.561581 -2.636794 8.551914
C16 -2.551775 0.145755 0.193164
H26 -5.294761 2.532685 -0.644354
H27 -2.010869 0.957396 2.340443
O11 4.895457 2.554790 -3.298824
B1 0.927749 7.087293 -4.870274
O12 -2.397307 -4.207676 6.196023
H28 -2.544466 1.082910 -2.862770
H29 1.790162 1.455492 -3.085371
N5 -1.753438 2.532732 -4.957421
C17 -2.990480 -1.706641 8.601194
N6 0.665522 3.285978 -5.716120
H30 -3.427338 3.980692 -1.691357
H31 -3.926764 2.487608 -5.069678
O13 -0.380683 -5.471448 5.447966
H32 -1.477838 -2.669429 9.832603
H33 6.817281 -2.286549 -4.568954
H34 2.167101 7.482201 -3.267885
H35 1.269015 7.233733 -6.939198
H36 -3.238996 3.982690 -4.033459
H37 -0.829456 -0.318765 1.613805
H38 -1.737736 0.732291 -0.408968
C18 -3.207884 2.819673 -1.532415
O14 5.555061 -4.069037 -2.870986
H39 3.670190 1.607217 -4.642835
S3 -1.983124 -5.230765 5.261746
O15 -2.274958 -5.170784 3.848367
H40 -2.869538 -2.181835 1.743313
P1 -1.527922 0.842762 -5.557094
S4 -2.353256 0.151314 10.132855
O16 5.846313 0.430650 -2.388892
O17 -2.312320 0.063890 11.574064
H41 2.405097 2.824378 -2.117999
H42 5.292830 -2.014987 -2.675408
C19 -3.097521 2.848869 -4.293036

Cartesian forces (eV/Å) of the 3 atoms listed first:
-0.2 0.2 -0.2
0.6 -0.5 -0.2
-0.2 -1.5 -1.7

The following is a quantum chemistry calculation of a molecular structure, C40H30BrClGeIN2O2Re, from the OMol25 dataset.

Calculated values
Charge ... +3
Orbital gap (spin up / spin down) ... 6.01 / 5.86 eV
Multiplicity ... 2
Relative energy (zero: lowest compared OMol25 entry of this formula, charge and spin) ... 113.48 kJ/mol

Geometry (Å):
N1 1.354889 -2.007643 1.770247
C1 -2.751370 1.229510 -0.248586
Ge1 -2.090095 1.311856 1.550593
I1 -0.554407 2.367749 4.737948
H1 -0.397417 4.440316 -4.228281
H2 5.131827 3.045352 0.889742
C2 -2.831386 -1.620968 4.515389
C3 -0.300861 3.516398 -3.673588
C4 3.178978 2.445823 1.570674
C5 2.626531 -1.446126 -4.958101
C6 0.260880 2.363477 -1.645653
C7 0.868799 2.389105 3.233758
C8 2.711670 -2.974739 3.476692
C9 0.922970 1.595875 2.108149
C10 -2.865034 -0.007767 2.715772
C11 0.150726 -1.400951 -2.155393
C12 -3.267079 0.062085 -0.823566
C13 4.302048 2.370322 0.727200
C14 -3.951541 1.298084 -2.760954
C15 3.051188 3.337961 2.676531
C16 2.512962 -2.075422 2.461871
C17 0.093112 -0.127389 -1.522522
Cl1 4.308408 4.445331 3.020025
C18 -3.855733 0.091984 -2.074395
H3 -1.153715 -0.431540 3.962554
H4 2.931860 -3.078485 -6.323379
C19 1.415625 -3.555663 -4.885138
O1 -0.069789 0.678245 1.669175
H5 3.382646 -0.828950 -5.422051
N2 2.183966 0.629235 0.327155
H6 3.282347 -1.371966 2.171678
H7 -4.671191 -2.665611 4.882530
H8 0.574538 2.412908 -0.610360
H9 2.090670 0.008566 -3.495272
H10 -3.554938 3.403576 -2.733931
H11 0.367556 4.486589 -1.877803
H12 -5.895377 -1.501984 3.080093
C20 -2.856928 2.431709 -0.952937
H13 -0.346043 -4.496199 3.322908
C21 -3.458595 2.466475 -2.202190
C22 1.679914 -3.867332 3.809947
H14 -0.802791 0.200272 -4.039596
C23 1.911229 -0.985833 -3.881931
C24 3.255642 0.575875 -0.449785
C25 -2.190011 -0.666953 3.748437
H15 -3.248373 -0.871925 -0.270512
C26 -4.204308 -0.327575 2.484006
H16 3.250308 -0.179827 -1.226001
H17 -4.270762 -0.808157 -2.507170
C27 1.949944 3.279853 3.483729
H18 5.190865 1.357955 -0.941915
Br1 -1.125355 -2.602924 1.002077
H19 3.654740 -2.991040 4.005674
C28 0.464384 -3.820059 3.093735
Re1 0.530507 -0.605892 0.313604
H20 2.611136 -4.769933 5.222101
C29 0.922580 -1.805539 -3.275829
H21 -4.431669 1.325332 -3.730530
H22 -1.003640 2.294926 -5.292681
C30 -0.636366 2.310321 -4.275608
C31 -4.853257 -1.277674 3.260248
H23 1.895718 3.923871 4.349838
H24 -0.030602 -3.745714 -3.323930
C32 -0.507006 1.127841 -3.570587
C33 -0.016658 1.127928 -2.253321
H25 -4.766987 0.167581 1.699243
C34 0.135697 3.543050 -2.352901
C35 2.108691 1.567918 1.326354
C36 2.372665 -2.725988 -5.466565
H26 -2.305024 -2.111400 5.323948
C37 0.399130 -2.882737 2.110020
O2 1.758525 -4.764241 4.765587
H27 -0.461976 -2.183342 -1.714712
H28 -2.477322 3.353095 -0.524815
C38 -4.166515 -1.928932 4.272145
H29 1.240878 -4.542220 -5.289902
C39 0.708870 -3.108446 -3.793376
C40 4.339591 1.441532 -0.282673
H30 -1.715089 2.739206 1.917066

Cartesian forces (eV/Å) of the 3 atoms listed first:
0.1 -0.3 -0.5
0.1 0.0 0.0
-0.3 -0.2 0.0

The following is a quantum chemistry calculation of 2 unconnected molecules or ions with the total composition C6H16 in a non-equilibrium geometry, from the OMol25 dataset.

Calculated values
Charge ... 0
Orbital gap ... 12.01 eV
Relative energy (zero: lowest compared OMol25 entry of this formula, charge and spin) ... 58.68 kJ/mol
SMILES ... CC(C)C.CC

Geometry (Å):
H1 -1.168019 0.993544 1.422351
H2 0.148320 -1.716632 1.909743
H3 -1.580068 -1.190962 1.681037
H4 -0.842912 0.302660 -4.246484
C1 -0.863127 -0.608162 -3.644388
H5 -1.793859 -0.478139 -3.080219
H6 -0.589838 -1.098168 3.204326
H7 1.802401 0.438375 0.949659
H8 -0.195563 1.279821 3.800855
H9 0.404377 2.411186 2.605482
H10 0.361759 -1.389807 -1.963103
C2 0.397719 1.331850 2.876275
C3 -0.249698 0.509554 1.768371
C4 0.396899 -0.693065 -2.793834
H11 0.663956 0.277210 -2.332459
H12 1.202799 -0.994423 -3.447280
H13 0.571803 -0.163455 -0.199916
H14 -0.911612 -1.436343 -4.336351
H15 1.434904 1.077315 3.003897
C5 -0.622405 -0.944714 2.115899
C6 0.766690 0.554173 0.598193
H16 0.665478 1.538190 0.107952

Cartesian forces (eV/Å) of the 3 atoms listed first:
0.1 0.1 0.2
-0.3 0.6 -0.9
-0.1 -0.4 0.1

no.,electronic energy (Ha)
1,-2784.7032
2,-404.4000
3,-1843.5306
4,-4775.2872
5,-7288.3846
6,-238.1742